This record from OMol25 describes the molecule C25H31NO7. The level of theory is ωB97M-V/def2-TZVPD.

The geometry in XYZ format:
```
64
C25H31NO7, DFT ωB97M-V/def2-TZVPD
C 1.437 1.139 3.071
C -0.041 1.005 2.738
O -0.174 -0.085 1.846
C -1.423 -0.444 1.423
C -2.585 0.208 1.816
C -3.826 -0.183 1.345
C -3.947 -1.249 0.470
C -2.791 -1.908 0.078
C -1.534 -1.533 0.537
O -0.491 -2.254 0.025
C 0.693 -2.431 0.787
C 1.438 -3.618 0.197
H 0.834 -4.518 0.270
H 1.653 -3.431 -0.852
H 2.372 -3.769 0.732
H 1.315 -1.530 0.739
H 0.437 -2.625 1.835
H -2.838 -2.743 -0.605
C -5.290 -1.618 -0.099
H -6.067 -1.136 0.494
H -5.444 -2.697 -0.066
C -5.410 -1.135 -1.562
N -4.679 0.094 -1.775
C -5.094 1.279 -1.290
O -6.219 1.521 -0.913
C -4.004 2.358 -1.307
H -4.231 3.082 -2.097
H -4.001 2.882 -0.345
O -2.725 1.792 -1.551
C -1.703 2.139 -0.735
O -1.801 2.953 0.152
C -0.499 1.391 -1.090
C 0.692 1.721 -0.566
C 1.955 1.059 -0.788
C 2.064 -0.158 -1.453
C 3.297 -0.765 -1.615
C 4.453 -0.177 -1.124
C 4.359 1.065 -0.448
C 3.124 1.657 -0.290
H 3.037 2.606 0.215
O 5.539 1.574 -0.001
C 5.521 2.808 0.673
H 4.928 2.757 1.593
H 6.559 3.018 0.926
H 5.136 3.611 0.036
O 5.702 -0.692 -1.229
C 5.870 -1.921 -1.892
H 5.548 -1.863 -2.937
H 6.937 -2.130 -1.856
H 5.326 -2.728 -1.389
H 3.349 -1.711 -2.132
H 1.184 -0.650 -1.831
H 0.714 2.582 0.091
H -0.636 0.580 -1.787
H -3.684 0.003 -1.927
H -6.458 -0.952 -1.805
H -5.005 -1.879 -2.250
H -4.705 0.358 1.662
H -2.529 1.054 2.481
H -0.617 0.816 3.655
H -0.417 1.922 2.266
H 1.593 2.004 3.709
H 1.785 0.248 3.588
H 2.013 1.252 2.157
```

- Largest force on an atom: 0.01813 Eh/bohr
- Charge: 0
- Molar mass: 457.5 Da
- ΔE to the lowest compared entry with this formula, charge and spin: 18.2 kcal per mole
- Orbital gap: 8.0 eV
- Calculated total energy: -42250.1310 eV
- LUMO level: 0.00 eV

This record from OMol25 describes a structure of composition C25H32BN8Pt. The level of theory is ωB97M-V/def2-TZVPD.

The geometry in XYZ format:
```
67
C25H32BN8Pt, DFT ωB97M-V/def2-TZVPD
Pt 0.128 0.044 0.129
C 2.680 -1.296 2.267
C 1.992 -0.142 1.618
C 2.465 0.469 0.426
C 1.928 1.656 -0.111
C 2.595 2.323 -1.266
C 0.823 2.225 0.576
C 0.268 1.665 1.745
C -0.832 2.368 2.467
C 0.898 0.493 2.250
H 3.438 -0.867 2.935
H 3.204 -1.942 1.568
H 2.010 -1.891 2.884
H 3.336 0.072 -0.056
H 3.498 2.803 -0.864
H 1.996 3.103 -1.727
H 2.930 1.616 -2.025
H 0.401 3.140 0.201
H -0.354 3.125 3.101
H -1.409 1.722 3.124
H -1.502 2.897 1.792
H 0.535 0.069 3.166
C 2.969 -1.770 -1.773
C 1.519 -2.046 -1.913
C 1.072 -3.027 -2.773
C -0.292 -3.013 -2.719
N -0.686 -2.064 -1.868
N 0.422 -1.437 -1.332
B -2.068 -1.555 -1.493
N -2.104 -0.070 -1.819
C -2.844 0.569 -2.729
C -2.568 1.907 -2.669
C -1.608 2.068 -1.687
C -1.102 3.414 -1.316
N -1.307 0.828 -1.167
N -2.233 -1.753 0.009
C -3.106 -2.532 0.651
C -2.844 -2.488 1.992
C -1.756 -1.652 2.158
C -1.174 -1.438 3.511
N -1.374 -1.189 0.914
N -3.277 -2.230 -2.205
C -4.649 -1.861 -1.996
C -5.411 -2.655 -2.770
C -4.498 -3.510 -3.450
C -4.737 -4.564 -4.413
N -3.183 -3.193 -3.053
H 3.507 -2.455 -2.424
H 3.325 -1.960 -0.769
H 3.218 -0.764 -2.109
H 1.693 -3.667 -3.379
H -1.010 -3.612 -3.249
H -3.531 0.044 -3.372
H -3.011 2.696 -3.256
H -1.598 4.149 -1.945
H -0.036 3.516 -1.500
H -1.360 3.666 -0.289
H -3.851 -3.104 0.123
H -3.362 -3.014 2.777
H -1.776 -1.993 4.226
H -1.212 -0.398 3.822
H -0.164 -1.842 3.583
H -4.915 -1.067 -1.314
H -6.485 -2.658 -2.867
H -5.790 -4.710 -4.628
H -4.281 -5.503 -4.062
H -4.182 -4.354 -5.341
```

- Largest force on an atom: 0.01459 Eh/bohr
- Spin multiplicity: 2
- Charge: +4
- Molar mass: 650.5 Da
- ΔE to the lowest compared entry with this formula, charge and spin: 0.0 kcal per mole
- Orbital gap: 6.2 eV
- Calculated total energy: -42245.8171 eV
- LUMO level: -14.67 eV

This record from OMol25 describes a structure of composition C25H32ClIrN2O2P2. The level of theory is ωB97M-V/def2-TZVPD.

The geometry in XYZ format:
```
65
C25H32ClIrN2O2P2, DFT ωB97M-V/def2-TZVPD
Ir -0.012 1.350 -0.585
Cl 1.813 6.557 -5.607
C 1.078 5.465 -4.547
C -0.279 5.623 -4.198
C -0.858 4.739 -3.344
C -0.117 3.631 -2.774
O -0.718 2.857 -2.000
C 1.283 3.492 -3.156
C 2.161 2.407 -2.703
O 1.889 1.522 -1.912
C 1.835 4.396 -4.025
H -0.839 6.448 -4.616
H -1.895 4.826 -3.052
H 3.165 2.418 -3.152
H 2.872 4.301 -4.327
C 2.792 0.662 1.265
P 0.975 0.586 1.267
C 0.727 -1.264 1.296
N 1.261 -1.997 2.256
C 1.095 -3.328 2.168
C 1.641 -4.168 3.188
C 1.504 -5.570 3.124
C 0.845 -6.148 2.063
C 0.303 -5.338 1.044
C 0.423 -3.915 1.095
N -0.112 -3.176 0.106
C 0.012 -1.865 0.208
P -0.663 -0.760 -1.128
C 0.007 -1.596 -2.599
C -2.497 -1.062 -1.143
C -3.053 -0.181 -2.268
C -3.050 -0.588 0.203
C -2.885 -2.520 -1.387
C 0.422 1.183 2.937
C -1.007 0.686 3.166
C 0.428 2.714 2.860
C 1.339 0.725 4.073
H 3.096 1.695 1.435
H 3.156 0.350 0.286
H 3.221 0.027 2.039
H 2.166 -3.695 4.010
H 1.924 -6.181 3.911
H 0.736 -7.222 2.001
H -0.222 -5.774 0.202
H -0.234 -2.658 -2.621
H 1.090 -1.471 -2.610
H -0.402 -1.111 -3.485
H -2.772 0.866 -2.141
H -4.143 -0.242 -2.255
H -2.720 -0.516 -3.252
H -2.840 0.472 0.370
H -2.641 -1.159 1.040
H -4.133 -0.718 0.216
H -2.485 -2.902 -2.327
H -3.973 -2.587 -1.447
H -2.556 -3.175 -0.582
H -1.671 0.989 2.355
H -1.394 1.120 4.090
H -1.052 -0.400 3.271
H -0.274 3.082 2.110
H 1.419 3.111 2.630
H 0.132 3.115 3.832
H 1.411 -0.359 4.136
H 0.932 1.093 5.017
H 2.345 1.136 3.973
```

- Largest force on an atom: 0.00817 Eh/bohr
- Spin multiplicity: 5
- Charge: +2
- Molar mass: 682.2 Da
- ΔE to the lowest compared entry with this formula, charge and spin: 13.4 kcal per mole
- Orbital gap (alpha / beta): 4.2 / 3.9 eV
- Calculated total energy: -67441.9476 eV
- LUMO level (alpha / beta): -7.32 / -9.99 eV

This record from OMol25 describes a cluster of 4 separate species, C25H32ClN6O5S in total at a distorted geometry. The level of theory is ωB97M-V/def2-TZVPD.

The geometry in XYZ format:
```
70
C25H32ClN6O5S, DFT ωB97M-V/def2-TZVPD
N 2.396 0.138 -0.848
C 2.420 1.148 -1.980
O 3.123 2.285 -1.777
C 1.716 0.961 -3.448
C 0.635 2.178 -3.827
C -0.555 1.411 -4.718
C -2.098 1.221 -4.120
C -2.522 1.822 -2.652
O -3.534 2.732 -2.650
O -1.874 1.497 -1.367
C -3.145 0.402 -5.090
C -4.694 0.137 -4.517
C -4.564 -1.259 -3.605
O -4.236 -0.961 -2.202
C -2.914 -1.525 -1.822
O -2.554 -1.583 -0.512
C -2.813 -0.226 -6.567
N -3.652 -1.020 -7.548
S -2.679 -1.445 -8.942
N -1.135 -0.684 -8.499
C -1.292 -0.022 -7.144
C -0.176 0.795 -6.223
Cl 1.539 0.976 -6.992
H 2.561 0.648 0.070
H 3.176 -0.560 -0.939
H 1.091 -0.054 -3.398
H 2.533 0.803 -4.279
H 1.143 3.051 -4.418
H 0.169 2.558 -2.822
H -5.446 -0.093 -5.403
H -5.094 1.028 -3.870
H -3.733 -1.953 -4.107
H -5.581 -1.851 -3.718
H -2.109 -1.909 -2.604
C 5.365 -5.322 -0.530
C 5.468 -3.976 0.175
C 4.139 -3.498 0.759
C 3.144 -3.208 -0.282
N 2.355 -2.983 -1.104
H 4.703 -5.270 -1.400
H 6.352 -5.640 -0.880
H 4.982 -6.092 0.149
H 5.864 -3.231 -0.526
H 6.196 -4.066 0.990
H 4.318 -2.587 1.342
H 3.745 -4.247 1.454
C -1.420 0.762 2.115
C -0.638 1.067 3.386
C 0.180 2.354 3.297
C 1.260 2.262 2.305
N 2.110 2.192 1.518
H -0.752 0.586 1.266
H -2.026 -0.138 2.253
H -2.092 1.588 1.860
H 0.015 0.217 3.620
H -1.349 1.161 4.216
H 0.619 2.562 4.280
H -0.476 3.199 3.058
C -0.050 2.216 9.475
C -1.150 2.419 8.441
C -1.359 1.205 7.537
C -0.197 0.941 6.678
N 0.723 0.729 6.003
H 0.926 2.076 8.999
H 0.020 3.092 10.126
H -0.257 1.343 10.102
H -0.919 3.306 7.838
H -2.088 2.628 8.970
H -2.235 1.385 6.902
H -1.584 0.321 8.143
```

- Largest force on an atom: 0.18263 Eh/bohr
- Charge: -1
- Molar mass: 564.1 Da
- Orbital gap: 5.9 eV
- Calculated total energy: -68965.7666 eV
- LUMO level: 0.85 eV

Question: Which formula does entry 3 have?
Answer: C25H32ClIrN2O2P2